Entry 1:
Here is a structure of composition C32H39FN4NiO6S2 from OMol25. Energies are from wB97M-V/def2-TZVPD.

XYZ file:
```
85
Properties=species:S:1:pos:R:3:forces:R:3:lowdin_charge:R:1
Ni -0.324 0.694 0.720 0.2 0.1 -0.7 0.4038
C 0.431 -4.805 1.209 0.0 0.0 0.0 -0.0830
C 1.721 -4.234 0.632 0.0 0.0 0.0 -0.2770
N 2.253 -3.161 1.450 -0.2 -0.2 0.1 -0.1526
C 3.084 -3.552 2.574 0.1 0.0 0.0 -0.2359
C 4.568 -3.437 2.246 0.0 0.0 0.0 -0.0885
C 1.841 -1.864 1.302 0.1 0.0 -0.2 -0.6965
S 0.810 -1.461 0.018 -0.2 0.1 0.1 0.7867
N 2.443 -1.029 2.159 0.1 0.1 0.1 0.0918
C 1.953 0.140 2.559 -0.3 0.1 0.1 -0.4603
O 0.792 0.580 2.485 0.2 -0.1 0.0 -0.0368
C 2.956 1.011 3.286 0.0 0.0 0.0 -0.1260
C 4.265 0.599 3.512 0.0 0.0 0.0 -0.0357
C 5.161 1.435 4.162 0.0 0.0 0.0 -0.1061
C 4.754 2.692 4.591 0.0 0.0 0.0 -0.1212
C 3.448 3.109 4.363 0.0 0.0 0.0 -0.0941
C 2.553 2.273 3.713 0.0 0.0 0.0 -0.0180
H 0.039 -5.605 0.579 0.0 0.0 0.0 0.0685
H -0.311 -4.008 1.267 0.0 0.0 0.0 0.0467
H 0.587 -5.205 2.214 0.0 0.0 0.0 0.0632
H 1.534 -3.840 -0.364 0.0 0.0 0.0 0.0617
H 2.493 -5.007 0.551 0.0 0.0 0.0 0.1087
H 2.830 -4.584 2.831 0.0 0.0 0.0 0.1052
H 2.848 -2.925 3.433 0.0 0.0 0.0 0.1083
H 4.859 -4.146 1.468 0.0 0.0 0.0 0.0625
H 5.181 -3.626 3.130 0.0 0.0 0.0 0.0627
H 4.776 -2.430 1.886 0.0 0.0 0.0 0.0590
H 4.561 -0.383 3.164 0.0 0.0 0.0 0.0904
H 6.181 1.108 4.330 0.0 0.0 0.0 0.0883
H 5.455 3.347 5.095 0.0 0.0 0.0 0.0856
H 3.129 4.093 4.685 0.0 0.0 0.0 0.0923
H 1.535 2.576 3.506 0.0 0.0 0.0 0.1188
N -3.481 1.867 2.462 -0.1 0.0 0.1 0.1497
C -2.560 2.039 1.466 -0.1 0.0 0.0 -0.5630
O -1.459 2.538 1.689 0.0 0.0 0.1 0.0014
C -2.968 1.641 0.064 0.0 0.1 -0.1 -0.2031
C -1.834 0.908 -0.679 0.0 -0.1 0.2 -0.2115
H -3.039 1.957 3.367 0.0 0.0 0.0 0.0967
H -3.999 0.984 2.374 0.1 0.1 0.0 0.0590
H -3.221 2.595 -0.421 0.0 0.0 0.0 0.1040
H -3.900 1.071 0.117 0.0 0.0 0.0 0.0817
H -1.544 1.468 -1.575 0.0 0.0 0.0 0.0142
H -2.202 -0.070 -1.010 0.0 0.0 0.0 0.0150
F 4.397 -0.063 -4.104 0.0 0.0 0.0 -0.0249
C 3.591 0.483 -3.128 0.0 0.0 0.0 -0.3161
C 4.018 0.478 -1.814 0.0 0.0 -0.1 -0.0505
C 3.208 1.035 -0.841 0.0 0.0 0.0 -0.0732
C 1.953 1.614 -1.134 0.0 -0.1 0.0 -0.3442
C 1.081 2.126 -0.103 0.0 0.0 0.2 -0.1660
C 1.572 1.581 -2.493 0.0 0.0 0.0 -0.0643
C 2.373 1.025 -3.479 0.0 0.0 0.0 -0.0559
H 4.973 0.032 -1.562 0.0 0.0 0.0 0.1008
H 3.537 1.012 0.192 0.0 0.0 0.0 0.0980
H 0.398 2.901 -0.451 0.0 0.0 0.0 0.0394
H 1.620 2.453 0.790 0.0 0.0 0.0 0.0360
H 0.606 1.990 -2.765 0.0 0.0 0.0 0.0907
H 2.057 1.006 -4.516 0.0 0.0 0.0 0.0976
C -3.283 3.031 -4.483 0.0 0.0 0.0 -0.0539
C -3.969 1.826 -3.901 0.0 0.0 0.0 -0.2764
C -3.303 0.602 -3.846 0.0 0.0 0.0 -0.0441
C -3.880 -0.490 -3.228 -0.1 0.0 0.0 -0.0586
C -5.143 -0.367 -2.664 0.0 0.0 0.0 -0.2815
C -5.831 0.832 -2.723 0.0 -0.1 0.0 -0.0591
C -5.240 1.923 -3.348 0.1 0.0 0.0 -0.0475
S -5.800 -1.731 -1.742 0.1 0.1 0.0 0.6162
O -5.574 -2.942 -2.492 0.0 0.0 0.0 -0.3155
O -7.149 -1.369 -1.383 0.0 0.0 0.0 -0.3211
N -4.826 -1.755 -0.465 -0.2 -0.1 -0.1 -0.1324
C -4.187 -2.960 0.064 0.1 0.0 0.0 -0.2111
C -2.903 -2.566 0.788 0.0 -0.1 0.1 -0.1007
C -2.989 -1.266 1.613 0.0 -0.1 -0.3 -0.6589
O -4.144 -0.901 1.989 -0.1 0.0 0.1 -0.0819
O -1.915 -0.682 1.817 0.0 0.1 0.4 -0.0362
H -2.723 2.772 -5.383 0.0 0.0 0.0 0.0736
H -2.574 3.445 -3.763 0.0 0.0 0.0 0.0842
H -4.001 3.812 -4.736 0.0 0.0 0.0 0.0674
H -2.300 0.521 -4.244 0.0 0.0 0.0 0.1184
H -3.344 -1.425 -3.143 0.0 0.0 0.0 0.1207
H -6.807 0.905 -2.266 0.0 0.0 0.0 0.1040
H -5.764 2.871 -3.377 0.0 0.0 0.0 0.1043
H -5.021 -1.089 0.285 0.0 0.1 0.0 0.0958
H -3.962 -3.617 -0.775 0.0 0.0 0.0 0.1036
H -4.874 -3.490 0.733 0.0 0.1 0.0 0.1132
H -2.067 -2.456 0.096 0.0 0.1 0.0 0.0843
H -2.635 -3.369 1.483 0.0 0.0 0.0 0.1090
```
Forces are in eV/Å.

Output
Multiplicity: 3
LUMO level (alpha / beta): 4.40 / 4.40 eV
Orbital gap (alpha / beta): 4.5 / 5.7 eV
Energy above the lowest of the compared OMol25 structures with the same formula, charge and spin: 6.6 kcal/mol
Net charge: -2
⟨S²⟩: 2.012
E: -4317.91200 Ha


Entry 2:
Here is a structure of composition C32H40As2N4O9RuS2 from OMol25. Energies are from wB97M-V/def2-TZVPD.

XYZ file:
```
90
Properties=species:S:1:pos:R:3:forces:R:3:lowdin_charge:R:1
Ru 0.706 0.233 0.441 -0.4 -0.3 -0.3 1.1221
C -2.383 1.901 -2.756 0.0 0.0 0.0 -0.0060
C -2.300 0.641 -1.969 -0.1 0.1 0.2 -0.2378
N -2.777 0.580 -0.787 0.3 0.0 -0.1 0.1419
N -3.087 -0.410 -0.053 -0.4 -0.4 -0.3 0.0233
C -2.430 -1.149 0.812 0.1 0.2 0.3 -1.0265
S -0.771 -1.416 1.093 0.2 0.1 -0.2 0.7260
S -3.415 -2.158 1.841 0.0 -0.1 -0.1 0.9798
C -4.656 -2.825 0.656 -0.1 0.1 0.0 -0.3620
C -4.239 -4.177 0.157 0.1 0.0 0.1 -0.3062
C -3.173 -4.291 -0.733 0.0 0.0 -0.1 -0.0531
C -2.755 -5.538 -1.167 0.0 0.0 0.0 -0.0697
C -3.400 -6.684 -0.716 0.0 0.0 0.0 -0.0694
C -4.471 -6.575 0.157 0.0 0.0 0.0 -0.0608
C -4.886 -5.324 0.597 0.0 0.0 0.0 -0.0346
C -1.628 -0.565 -2.527 -0.5 0.0 0.1 -0.1331
C -2.291 -1.512 -3.298 0.0 0.0 -0.1 -0.0119
C -1.615 -2.645 -3.731 0.0 0.1 0.0 -0.0717
C -0.284 -2.816 -3.377 0.0 0.0 0.0 -0.0558
C 0.372 -1.872 -2.598 0.2 -0.1 -0.1 -0.0180
C -0.300 -0.740 -2.159 0.1 0.2 0.1 -0.3460
O 0.286 0.258 -1.446 0.3 -0.2 0.0 -0.2806
H -2.751 2.735 -2.161 0.0 0.0 0.0 0.0717
H -3.064 1.736 -3.596 0.0 0.0 0.0 0.1056
H -1.406 2.135 -3.180 0.0 0.0 0.0 0.0750
H -4.748 -2.089 -0.139 -0.1 0.0 0.0 0.0765
H -5.591 -2.862 1.211 0.0 0.0 0.0 0.0859
H -2.678 -3.396 -1.102 0.0 0.0 0.0 0.0904
H -1.929 -5.620 -1.861 0.0 0.0 0.0 0.1027
H -3.069 -7.659 -1.047 0.0 0.0 0.0 0.1103
H -4.990 -7.463 0.494 0.0 0.0 0.0 0.1126
H -5.726 -5.242 1.278 0.0 0.0 0.0 0.1181
H -3.332 -1.362 -3.561 0.0 0.0 0.0 0.1298
H -2.120 -3.377 -4.347 0.0 0.0 0.0 0.1169
H 0.257 -3.688 -3.723 0.0 0.0 0.0 0.1164
H 1.422 -1.998 -2.370 0.0 0.0 0.0 0.1043
N 1.461 0.189 2.439 0.1 0.0 0.0 -0.0766
C 2.347 -0.998 2.583 -0.2 0.1 0.0 -0.1976
C 3.161 -1.089 1.317 -0.1 0.0 -0.1 -0.1811
N 2.191 -1.203 0.184 0.0 0.0 0.3 -0.0677
H 2.000 1.049 2.589 0.0 -0.1 0.0 0.0549
H 0.729 0.173 3.143 -0.1 0.0 -0.1 0.0935
H 1.716 -1.881 2.692 0.0 0.0 0.1 0.1092
H 2.985 -0.921 3.461 0.0 0.0 0.0 0.1352
H 3.856 -1.926 1.331 0.0 -0.1 0.0 0.1348
H 3.724 -0.168 1.171 0.1 0.0 0.0 0.1176
H 1.792 -2.139 0.152 0.1 0.0 -0.1 0.0964
H 2.665 -1.036 -0.701 0.0 0.0 0.0 0.1100
C 4.313 4.477 -0.362 0.0 -0.1 0.0 0.0236
O 3.884 3.095 -0.395 0.1 0.1 -0.1 0.0474
C 2.672 2.728 -0.085 -0.1 0.0 0.1 -0.5078
O 2.410 1.533 -0.149 -0.2 -0.1 0.1 -0.0110
C 1.613 3.724 0.295 0.0 -0.2 -0.1 -0.2766
C 1.625 4.237 1.531 0.0 0.0 0.3 -0.2704
As 0.098 5.174 2.442 0.1 -0.2 0.0 1.3675
C -0.011 6.821 1.419 -0.1 0.0 0.0 -0.2603
C -1.085 3.961 1.407 0.3 0.3 -0.1 -0.2506
C -1.218 4.396 0.044 -0.1 -0.2 0.2 -0.2922
As 0.190 3.753 -1.109 0.1 0.1 0.0 1.3943
C 0.825 5.315 -2.102 0.0 0.1 0.1 -0.2569
C -2.249 5.348 -0.374 0.0 -0.2 0.1 -0.5647
O -2.974 5.925 0.402 0.0 0.0 0.0 0.1215
O -2.273 5.505 -1.701 0.0 0.1 -0.1 -0.0841
C -3.270 6.436 -2.188 0.0 0.0 0.0 0.0018
C -0.893 2.556 1.733 -0.4 0.2 -0.2 -0.5219
O -0.711 1.746 0.812 0.4 0.2 -0.1 -0.1214
O -0.806 2.121 2.967 0.0 0.0 0.3 -0.0333
C -1.436 2.829 4.075 0.0 -0.1 0.0 -0.0149
C 2.689 3.774 2.505 0.0 0.4 -0.1 -0.5117
O 2.889 2.595 2.688 0.1 0.1 0.1 0.1087
O 3.388 4.669 3.185 -0.1 0.0 -0.1 0.0066
C 3.244 6.083 2.948 0.0 -0.1 0.0 -0.0350
H 4.740 4.687 0.616 0.0 0.0 0.0 0.1036
H 3.490 5.152 -0.582 0.0 0.0 0.0 0.0856
H 5.081 4.563 -1.122 0.0 0.0 0.0 0.1126
H 0.648 7.541 1.901 0.0 0.0 0.0 0.0344
H -1.036 7.183 1.487 0.0 0.0 0.0 0.0411
H 0.269 6.696 0.379 0.0 0.0 0.0 0.0132
H 0.872 6.216 -1.497 0.0 0.0 -0.1 0.0219
H 0.151 5.472 -2.940 0.0 0.0 0.0 0.0327
H 1.816 5.075 -2.487 0.0 0.0 0.0 0.0331
H -3.110 6.499 -3.258 0.0 0.0 0.0 0.0995
H -3.138 7.406 -1.719 0.0 0.0 0.0 0.1022
H -4.266 6.061 -1.968 0.0 0.0 0.0 0.1044
H -1.901 2.061 4.684 0.0 0.0 0.0 0.1076
H -2.191 3.519 3.709 0.0 0.0 0.0 0.0980
H -0.678 3.354 4.645 0.1 0.0 0.0 0.0765
H 4.191 6.530 3.231 0.0 0.0 0.0 0.1118
H 2.457 6.483 3.585 0.0 0.0 0.0 0.0841
H 3.041 6.292 1.898 0.0 0.0 0.0 0.0846
```
Forces are in eV/Å.

Output
Multiplicity: 5
LUMO level (alpha / beta): -5.50 / -7.41 eV
Orbital gap (alpha / beta): 7.4 / 5.3 eV
Net charge: +2
⟨S²⟩: 6.033
E: -7501.73131 Ha